Record 1
Formula: C39H34ClLaN3SSi2
Source: the Open Molecules 2025 dataset
Level of theory: ωB97M-V/def2-TZVPD

Last column: Löwdin charge in e.
Positions of all 81 atoms, in Å:
1 C 2.51 -2.26 3.40  -0.224
2 C 2.82 -1.35 2.34  -0.223
3 C 1.96 -0.22 2.48  -0.226
4 H 3.63 -1.46 1.62  0.106
5 C 1.12 -0.44 3.60  -0.228
6 C 1.47 -1.69 4.18  -0.224
7 H 1.08 -2.09 5.12  0.110
8 H 3.04 -3.19 3.63  0.102
9 H 2.00 0.70 1.89  0.088
10 H 0.39 0.27 4.01  0.094
11 La 0.27 -2.33 1.66  1.662
12 Si -0.38 3.12 -3.10  0.675
13 C -0.74 2.51 -4.82  -0.356
14 C -2.06 2.36 -5.27  -0.098
15 H -2.89 2.69 -4.64  0.108
16 C -2.30 1.78 -6.52  -0.083
17 H -3.33 1.64 -6.85  0.104
18 C -1.24 1.37 -7.33  -0.082
19 H -1.43 0.90 -8.30  0.105
20 C 0.08 1.55 -6.89  -0.084
21 H 0.92 1.23 -7.52  0.105
22 C 0.33 2.12 -5.64  -0.117
23 H 1.36 2.25 -5.28  0.100
24 C -1.45 4.59 -2.72  -0.332
25 C -1.40 5.67 -3.62  -0.099
26 H -0.70 5.65 -4.46  0.108
27 C -2.25 6.77 -3.44  -0.079
28 H -2.22 7.60 -4.16  0.106
29 C -3.14 6.82 -2.36  -0.083
30 H -3.81 7.67 -2.23  0.105
31 C -3.16 5.77 -1.44  -0.086
32 H -3.84 5.80 -0.58  0.102
33 C -2.31 4.66 -1.60  -0.104
34 H -2.31 3.85 -0.86  0.080
35 H 1.03 3.56 -3.06  0.014
36 Si -0.76 1.32 -1.60  0.680
37 C -0.09 2.11 -0.02  -0.366
38 C 1.11 2.83 -0.03  -0.127
39 H 1.71 2.91 -0.94  0.086
40 C 1.54 3.52 1.11  -0.069
41 H 2.47 4.09 1.08  0.112
42 C 0.77 3.48 2.28  -0.081
43 H 1.11 4.01 3.18  0.109
44 C -0.42 2.76 2.30  -0.104
45 H -1.03 2.74 3.21  0.100
46 C -0.85 2.07 1.16  -0.145
47 H -1.79 1.51 1.18  0.079
48 C 0.55 0.12 -2.22  -0.370
49 C 1.78 -0.06 -1.56  -0.128
50 H 1.95 0.40 -0.58  0.074
51 C 2.80 -0.81 -2.16  -0.090
52 H 3.77 -0.88 -1.66  0.101
53 C 2.58 -1.46 -3.37  -0.083
54 H 3.37 -2.05 -3.84  0.104
55 C 1.33 -1.36 -4.00  -0.075
56 H 1.14 -1.87 -4.94  0.110
57 C 0.32 -0.59 -3.41  -0.128
58 H -0.66 -0.50 -3.90  0.109
59 H -1.80 0.40 -1.11  -0.009
60 Cl -0.67 -2.92 -0.65  -0.251
61 N -0.91 -5.19 4.89  0.188
62 C 0.12 -6.06 4.53  -0.175
63 C 0.67 -7.12 5.23  0.001
64 C 1.90 -7.62 4.75  -0.054
65 C 2.52 -7.06 3.62  -0.057
66 C 1.94 -5.99 2.92  -0.003
67 C 0.72 -5.50 3.41  -0.213
68 N 0.05 -4.31 3.09  -0.021
69 C -0.94 -4.15 4.03  -0.247
70 C -1.75 -2.96 4.18  -0.301
71 C -2.56 -2.59 5.23  -0.293
72 S -3.08 -0.95 5.09  1.106
73 C -2.22 -0.81 3.60  -0.387
74 N -1.60 -1.94 3.22  -0.142
75 H -1.53 -5.30 5.69  0.177
76 H 0.15 -7.52 6.10  0.121
77 H 2.39 -8.45 5.27  0.115
78 H 3.47 -7.48 3.28  0.115
79 H 2.39 -5.52 2.04  0.119
80 H -2.80 -3.24 6.06  0.087
81 H -2.20 0.12 3.02  0.078

The total energy is -3139.7120 Eh. The value obtained for the HOMO energy is -10.3 eV. The value obtained for the energy above the lowest of the compared OMol25 structures with the same formula, charge and spin is 0.00 kJ/mol. As for the orbital gap: 6.6 eV. Its net charge is +1. The value obtained for the LUMO energy is -3.67 eV.

---

Record 2
Formula: C5H5NO2
Source: the Open Molecules 2025 dataset
Level of theory: ωB97M-V/def2-TZVPD

Last column: Löwdin charge in e.
Positions of all 13 atoms, in Å:
1 C 2.15 0.24 1.09  0.013
2 C 1.42 -0.09 -0.20  -0.369
3 O 2.01 -0.22 -1.19  0.155
4 C -0.12 -0.12 -0.05  -0.279
5 N -0.85 -1.16 0.12  0.153
6 C -2.19 -0.63 0.23  -0.021
7 C -2.07 0.69 -0.06  -0.102
8 O -0.81 1.06 -0.23  0.106
9 H 3.31 0.04 1.00  0.155
10 H 1.79 -0.30 1.91  0.070
11 H 1.70 1.04 1.32  0.005
12 H -2.95 -1.30 0.33  0.074
13 H -2.70 1.36 -0.11  0.040

The total energy is -398.6638 Eh. The value obtained for the HOMO energy is -9.8 eV. The SMILES is CC(=O)c1ncco1. The value obtained for the energy above the lowest of the compared OMol25 structures with the same formula, charge and spin is 300.95 kJ/mol. As for the orbital gap: 10.6 eV. The value obtained for the LUMO energy is 0.85 eV.

---

Record 3
Formula: C30H70O15
Source: the Open Molecules 2025 dataset
Level of theory: ωB97M-V/def2-TZVPD

Last column: Löwdin charge in e.
Positions of all 115 atoms, in Å:
1 C 8.68 6.25 -4.67  -0.130
2 O 8.28 5.99 -3.35  -0.161
3 C 7.04 5.31 -3.32  -0.221
4 C 6.82 4.54 -2.04  -0.200
5 O 5.53 3.99 -2.16  -0.160
6 C 5.31 2.72 -1.52  -0.149
7 C 4.19 1.97 -2.22  -0.203
8 O 4.38 1.53 -3.55  -0.183
9 C 4.49 2.55 -4.54  -0.103
10 H 9.32 7.13 -4.64  0.087
11 H 7.89 6.47 -5.40  0.086
12 H 9.20 5.40 -5.12  0.089
13 H 6.84 4.67 -4.19  0.117
14 H 6.21 6.01 -3.50  0.134
15 H 6.86 5.14 -1.12  0.126
16 H 7.64 3.82 -1.91  0.129
17 H 5.01 2.89 -0.48  0.108
18 H 6.29 2.24 -1.58  0.129
19 H 3.25 2.55 -2.27  0.127
20 H 4.01 1.05 -1.66  0.117
21 H 3.89 2.20 -5.39  0.083
22 H 5.50 2.55 -4.94  0.081
23 H 4.11 3.52 -4.24  0.088
24 C -7.73 0.61 -2.49  -0.090
25 O -7.40 0.06 -1.23  -0.209
26 C -7.10 -1.33 -1.25  -0.193
27 C -8.05 -2.22 -2.07  -0.199
28 O -9.41 -2.15 -1.73  -0.140
29 C -9.78 -2.49 -0.40  -0.177
30 C -9.89 -3.98 -0.17  -0.228
31 O -10.70 -4.19 0.95  -0.164
32 C -10.93 -5.53 1.26  -0.124
33 H -8.76 0.36 -2.74  0.090
34 H -7.05 0.19 -3.25  0.092
35 H -7.70 1.70 -2.44  0.090
36 H -7.04 -1.70 -0.23  0.122
37 H -6.16 -1.35 -1.82  0.112
38 H -7.76 -3.28 -1.98  0.126
39 H -7.96 -1.99 -3.14  0.119
40 H -10.78 -2.05 -0.35  0.135
41 H -9.21 -1.93 0.36  0.129
42 H -8.92 -4.48 -0.21  0.127
43 H -10.42 -4.32 -1.07  0.133
44 H -10.08 -6.10 1.66  0.087
45 H -11.22 -6.07 0.35  0.089
46 H -11.69 -5.63 2.03  0.087
47 C 0.57 -2.15 2.83  -0.097
48 O 0.11 -3.48 2.63  -0.173
49 C 0.00 -3.74 1.24  -0.217
50 C -0.59 -5.12 1.08  -0.190
51 O 0.38 -6.09 1.45  -0.155
52 C -0.23 -7.29 1.91  -0.196
53 C 0.91 -8.27 2.25  -0.206
54 O 1.51 -8.86 1.13  -0.161
55 C 2.26 -7.99 0.31  -0.117
56 H -0.08 -1.49 2.25  0.069
57 H 1.64 -2.05 2.60  0.091
58 H 0.45 -1.92 3.89  0.088
59 H 0.87 -3.63 0.58  0.128
60 H -0.73 -3.01 0.88  0.117
61 H -0.82 -5.34 0.02  0.132
62 H -1.55 -5.19 1.61  0.128
63 H -0.98 -7.71 1.23  0.130
64 H -0.76 -7.11 2.85  0.125
65 H 0.46 -9.04 2.89  0.122
66 H 1.57 -7.72 2.94  0.128
67 H 2.88 -8.63 -0.31  0.086
68 H 2.94 -7.29 0.81  0.091
69 H 1.65 -7.35 -0.33  0.080
70 C 7.24 6.16 4.48  -0.106
71 O 6.73 5.48 3.35  -0.199
72 C 6.88 4.07 3.47  -0.212
73 C 6.51 3.36 2.17  -0.192
74 O 5.19 2.89 2.22  -0.139
75 C 4.26 3.97 2.29  -0.175
76 C 2.82 3.58 2.04  -0.177
77 O 2.60 3.52 0.62  -0.217
78 C 1.22 3.70 0.32  -0.103
79 H 6.53 6.05 5.31  0.088
80 H 7.29 7.22 4.24  0.088
81 H 8.18 5.71 4.83  0.084
82 H 6.29 3.69 4.32  0.131
83 H 7.92 3.86 3.76  0.118
84 H 7.24 2.57 1.99  0.127
85 H 6.62 4.01 1.29  0.119
86 H 4.49 4.74 1.55  0.139
87 H 4.35 4.34 3.31  0.121
88 H 2.12 4.33 2.42  0.121
89 H 2.53 2.59 2.43  0.132
90 H 1.12 3.41 -0.72  0.079
91 H 0.97 4.76 0.46  0.091
92 H 0.60 3.04 0.93  0.082
93 C 1.41 -0.31 -1.44  -0.075
94 O 0.03 -0.18 -1.75  -0.175
95 C -0.79 0.30 -0.74  -0.224
96 C -2.23 0.36 -1.16  -0.202
97 O -3.05 0.52 -0.02  -0.153
98 C -4.42 0.40 -0.35  -0.188
99 C -5.27 0.57 0.90  -0.191
100 O -5.42 -0.53 1.78  -0.190
101 C -4.26 -0.93 2.48  -0.093
102 H 1.94 -0.51 -2.37  0.095
103 H 1.44 -1.10 -0.68  0.084
104 H 1.84 0.60 -1.02  0.071
105 H -0.45 1.33 -0.55  0.112
106 H -0.77 -0.19 0.25  0.117
107 H -2.52 -0.59 -1.64  0.132
108 H -2.35 1.14 -1.92  0.134
109 H -4.55 -0.57 -0.86  0.106
110 H -4.69 1.11 -1.14  0.132
111 H -6.32 0.80 0.72  0.116
112 H -4.82 1.44 1.42  0.131
113 H -4.49 -1.87 2.98  0.088
114 H -4.02 -0.16 3.23  0.090
115 H -3.38 -0.90 1.83  0.073

The total energy is -2313.2703 Eh. The value obtained for the HOMO energy is -9.3 eV. The SMILES is COCCOCCOC.COCCOCCOC.COCCOCCOC.COCCOCCOC.COCCOCCOC. The value obtained for the energy above the lowest of the compared OMol25 structures with the same formula, charge and spin is 125.65 kJ/mol. As for the orbital gap: 9.9 eV. The value obtained for the LUMO energy is 0.60 eV.

---

Record 4
Formula: H16O10V
Source: the Open Molecules 2025 dataset
Level of theory: ωB97M-V/def2-TZVPD

Last column: Löwdin charge in e.
Positions of all 27 atoms, in Å:
1 O -14.89 -7.75 -22.47  -0.214
2 V -14.31 -6.98 -21.19  1.256
3 O -13.78 -5.55 -21.75  -0.211
4 O -20.11 -9.76 -23.47  -0.049
5 H -19.91 -10.20 -24.29  0.033
6 H -19.38 -9.17 -23.32  0.014
7 O -17.41 -6.81 -19.82  -0.041
8 H -18.11 -6.46 -20.38  0.046
9 H -17.68 -6.59 -18.93  0.047
10 O -12.15 -2.32 -25.07  -0.052
11 H -12.03 -3.26 -25.21  0.024
12 H -11.34 -2.04 -24.64  0.029
13 O -15.91 -7.84 -26.35  -0.045
14 H -16.20 -7.75 -25.44  0.009
15 H -15.13 -8.39 -26.31  0.030
16 O -13.83 -6.25 -17.58  -0.047
17 H -13.51 -6.81 -16.87  0.044
18 H -14.68 -5.93 -17.27  0.037
19 O -18.50 -5.85 -23.69  -0.057
20 H -19.05 -5.91 -24.47  0.040
21 H -18.52 -4.93 -23.45  0.032
22 O -14.23 -10.05 -19.45  -0.052
23 H -14.08 -10.28 -18.53  0.043
24 H -14.40 -10.89 -19.88  0.047
25 O -10.82 -7.71 -20.88  -0.049
26 H -10.40 -8.50 -20.54  0.043
27 H -10.14 -7.28 -21.40  0.046

The total energy is -1705.6392 Eh. The value obtained for the HOMO energy is -13.4 eV. The value obtained for the energy above the lowest of the compared OMol25 structures with the same formula, charge and spin is 581.08 kJ/mol. As for the orbital gap: 6.3 eV. Its net charge is +1. The value obtained for the LUMO energy is -7.09 eV.

---

Question: Among the records above, which one has the lowest energy above the lowest of the compared OMol25 structures with the same formula, charge and spin?
Answer: C39H34ClLaN3SSi2

---

Question: Among the records above, which one has the lowest orbital gap?
Answer: H16O10V

---

Question: Which of these has the lowest energy above the lowest of the compared OMol25 structures with the same formula, charge and spin?
Answer: C39H34ClLaN3SSi2

---

Question: orbital gap of number 1 (C39H34ClLaN3SSi2)?
Answer: 6.6 eV